# 1
# C29H59Cl20IO7P2

C29H59Cl20IO7P2 as an isolated structure (ωB97M-V with the def2-TZVPD basis set, the OMol25 dataset).

```
118
Properties=species:S:1:pos:R:3:forces:R:3
C 1.1259 2.3721 0.8843 -0.651 -0.670 -0.255
C 1.7486 1.3648 2.0420 -0.458 1.412 0.071
O 2.7966 0.4613 1.5305 -2.530 -0.559 -0.469
C 2.2271 -0.5617 0.6213 -0.065 -0.638 -0.995
C 2.5056 -2.1176 1.1673 2.206 1.553 -0.009
O 1.8458 -3.1429 0.3498 -0.637 0.512 2.534
C 0.7986 -3.8704 1.0774 -0.394 -0.448 -0.670
C -0.6531 -3.3500 0.4510 -1.776 -4.815 -3.086
O -1.3103 -4.2198 -0.3194 3.579 6.178 4.974
O -1.0484 -1.9687 0.7608 -0.978 -3.349 0.019
C -2.4847 -1.8403 1.0444 -0.614 1.181 -1.366
I -2.7321 0.1992 1.9175 0.551 -0.703 0.223
P -3.5608 -1.8010 -0.5781 -0.334 -2.020 -1.103
C -5.3588 -1.3265 -0.1563 -0.947 0.617 0.555
C -2.7698 -0.6703 -1.8953 0.984 1.574 0.349
P -3.1708 -3.0448 2.3575 -0.133 -1.466 6.294
O -2.3040 -3.0650 3.7071 -2.649 0.044 -5.369
O -3.4802 -4.6682 1.7612 -0.427 2.871 1.743
O -4.7627 -2.4154 2.8339 2.998 -0.368 -0.550
H 0.4829 3.2613 1.3466 1.582 -1.954 -0.797
H 1.9377 2.7920 0.1490 -1.475 -0.817 1.612
H 0.3609 1.7284 0.2530 1.546 1.390 1.089
H 0.8373 0.7826 2.5082 1.882 0.932 -0.796
H 2.2557 2.0404 2.8613 -0.902 -1.587 -1.572
H 2.7703 -0.4164 -0.4310 -1.235 -0.500 2.303
H 1.0745 -0.4449 0.4468 2.116 -0.067 0.516
H 2.3222 -2.1943 2.3197 -0.059 0.047 -2.217
H 3.6786 -2.2744 1.0147 -2.448 0.225 0.389
H 0.9520 -5.0241 0.8154 -0.818 2.670 0.317
H 0.8469 -3.7945 2.2429 -0.155 0.344 -2.201
H -5.9640 -1.1954 -1.1625 1.455 -0.326 1.966
H -5.4738 -0.3262 0.4730 0.155 -2.153 -1.246
H -5.8314 -2.2611 0.4164 1.135 2.228 -1.159
H -1.6536 -0.4384 -1.5456 -2.405 -0.335 -0.713
H -2.6944 -1.1986 -2.9419 -0.351 0.790 2.305
H -3.4048 0.3245 -2.0184 2.013 -2.061 0.500
H -3.9403 -5.2223 2.4779 0.981 1.485 -1.166
H -4.6283 -1.7335 3.5720 0.133 -1.377 -1.462
Cl 4.4691 -1.4024 -2.4771 0.097 0.037 0.003
C 4.0067 -3.0893 -2.8134 -0.164 -0.386 -0.074
C 4.4618 -4.0393 -1.7171 -0.376 0.066 0.054
Cl 6.2338 -4.2171 -1.6738 0.132 0.033 0.003
H 4.4224 -3.3681 -3.7867 0.027 0.088 0.263
H 2.9155 -3.1084 -2.8916 0.176 -0.024 0.146
H 4.0485 -5.0364 -1.8938 0.047 0.190 -0.061
H 4.1302 -3.7037 -0.7293 0.083 -0.015 -0.297
Cl -3.3499 1.9850 -5.6232 0.009 -0.052 0.049
C -4.9268 1.2049 -5.9013 -0.253 -0.108 -0.052
C -5.8026 1.2204 -4.6586 -0.279 0.164 -0.284
Cl -5.1669 0.1619 -3.3744 -0.622 0.254 -0.601
H -4.7440 0.1849 -6.2531 -0.002 0.204 0.179
H -5.4164 1.7600 -6.7072 0.027 -0.048 0.204
H -6.8032 0.8532 -4.9042 0.178 0.028 -0.049
H -5.9021 2.2302 -4.2478 0.144 -0.239 -0.067
Cl 11.7109 -3.9542 0.3932 0.082 -0.008 0.044
C 10.1340 -4.7343 0.1151 -0.516 -0.194 -0.118
C 9.2582 -4.7188 1.3578 -0.061 0.114 -0.269
Cl 9.8939 -5.7773 2.6420 -0.061 0.168 -0.146
H 10.3168 -5.7543 -0.2367 0.041 0.198 0.211
H 9.6445 -4.1792 -0.6908 0.116 -0.084 0.257
H 8.2576 -5.0860 1.1122 0.185 0.034 -0.077
H 9.1587 -3.7090 1.7685 0.128 -0.223 -0.098
Cl 11.0606 -6.7435 5.3423 0.147 -0.102 0.303
C 12.7371 -6.3068 4.9282 0.275 0.043 -0.083
C 13.6448 -6.2918 6.1478 0.073 -0.229 -0.198
Cl 13.2537 -4.9572 7.2611 -0.028 -0.014 0.019
H 12.7208 -5.3348 4.4257 -0.063 -0.171 0.180
H 13.0906 -7.0543 4.2116 -0.024 0.085 0.175
H 14.6836 -6.1493 5.8364 -0.190 0.022 -0.034
H 13.5833 -7.2302 6.7080 -0.100 0.241 -0.117
Cl 9.5469 -1.9080 -1.8797 -0.058 0.098 -0.097
C 11.1200 -1.0727 -1.8993 0.373 0.198 0.008
C 11.5783 -0.7438 -3.3112 -0.095 0.248 0.154
Cl 12.0030 -2.2047 -4.2380 -0.042 -0.013 -0.003
H 11.8459 -1.7029 -1.3762 -0.218 0.046 -0.193
H 10.9950 -0.1496 -1.3253 -0.013 -0.107 -0.170
H 12.4763 -0.1205 -3.2749 -0.122 -0.131 0.090
H 10.8090 -0.2000 -3.8686 0.112 -0.214 0.139
Cl -4.3281 2.2504 4.9577 0.075 -0.071 -0.026
C -5.5569 3.1737 4.0575 -0.285 0.154 -0.154
C -6.7916 2.3408 3.7519 -0.012 0.335 0.247
Cl -6.4578 1.0523 2.5679 -0.052 -0.090 0.021
H -5.0924 3.5564 3.1435 -0.111 -0.178 0.159
H -5.8313 4.0284 4.6831 -0.040 -0.185 -0.091
H -7.5699 2.9750 3.3177 0.567 -0.239 0.073
H -7.1974 1.8747 4.6554 0.212 0.026 -0.164
Cl 3.6623 4.0310 -6.0909 -0.008 0.038 0.017
C 4.6965 2.8839 -5.2036 0.169 -0.233 0.138
C 3.9110 2.0682 -4.1891 0.141 -0.186 -0.213
Cl 3.3317 3.0630 -2.8296 -0.035 0.018 -0.010
H 5.5025 3.4510 -4.7277 -0.265 -0.077 -0.038
H 5.1427 2.2187 -5.9490 -0.140 0.044 0.145
H 4.5505 1.2907 -3.7616 -0.042 0.164 -0.102
H 3.0440 1.5816 -4.6472 0.170 0.208 0.081
Cl -7.6557 5.9372 0.8979 0.048 -0.176 0.202
C -9.2327 5.1571 0.6198 -0.198 -0.103 -0.020
C -10.1085 5.1726 1.8625 -0.186 0.345 -0.396
Cl -9.4727 4.1141 3.1467 -0.359 0.255 0.070
H -9.0499 4.1370 0.2680 0.029 0.238 0.125
H -9.7222 5.7122 -0.1861 0.030 -0.021 0.184
H -11.1090 4.8054 1.6169 0.163 0.000 -0.019
H -10.2080 6.1824 2.2733 0.131 -0.254 -0.052
Cl -12.6282 1.0883 -0.2570 0.003 0.027 -0.045
C -11.2630 0.4165 0.6692 0.239 -0.102 0.188
C -10.1039 1.3947 0.7750 -0.174 -0.153 0.294
Cl -9.3011 1.6587 -0.7933 0.010 0.006 -0.064
H -10.9577 -0.5205 0.1932 -0.035 0.274 0.020
H -11.6434 0.1824 1.6680 0.109 0.123 -0.135
H -9.3447 0.9994 1.4559 -0.099 0.010 -0.111
H -10.4303 2.3672 1.1571 0.000 -0.280 -0.153
Cl -4.9385 7.7471 -1.4268 -0.045 -0.017 -0.018
C -5.8530 9.2141 -1.8561 -0.121 0.235 -0.048
C -7.1816 9.2984 -1.1217 0.197 0.227 0.111
Cl -8.3338 8.0555 -1.6707 -0.052 0.076 -0.152
H -5.9911 9.2229 -2.9417 -0.036 -0.092 0.258
H -5.2250 10.0684 -1.5862 -0.160 -0.129 0.034
H -7.6499 10.2687 -1.3104 0.111 -0.149 -0.053
H -7.0525 9.1875 -0.0404 0.017 -0.109 -0.255
```
Forces are in eV/Å.

Properties
Total charge: 0
HOMO, eV: -7.642
LUMO, eV: -0.51
E_tot, eV: -322485.8751
Frontier orbital gap, eV: 7.14

***

# 2
# C29H59FO13P3S

A 4-piece molecular cluster, C29H59FO13P3S overall (ωB97M-V with the def2-TZVPD basis set, the OMol25 dataset).

```
106
Properties=species:S:1:pos:R:3:forces:R:3
O -2.5028 -2.6831 4.7586 0.354 -0.089 -0.669
C -2.4490 -2.7037 3.5497 -0.177 0.287 1.154
C -1.6687 -3.8814 2.9297 -0.878 0.447 -0.220
S -1.0278 -3.7445 1.2494 0.892 -1.230 -0.041
C 0.2660 -2.4861 1.1380 -0.576 0.893 -0.348
C -0.2251 -1.0378 1.2068 0.052 -0.050 0.316
C 0.7768 -0.0578 0.5781 -0.310 0.478 0.766
F 1.5851 -0.6729 -0.3514 -0.136 -0.025 0.006
C -3.1404 -1.6756 2.7273 0.060 -0.222 -0.314
C -3.9565 -2.0396 1.6596 0.385 -0.387 -0.096
C -4.5756 -1.0803 0.8761 0.200 -0.335 0.285
C -4.3772 0.2536 1.1903 -0.236 0.282 -0.478
C -3.5835 0.6357 2.2620 -0.138 -0.124 -0.134
C -2.9688 -0.3341 3.0334 0.057 0.303 0.351
H -2.3590 -4.7309 2.9074 0.098 -0.083 -0.161
H -0.8393 -4.1808 3.5695 0.117 0.155 -0.070
H -2.0368 -3.2942 0.4825 -0.055 0.492 0.347
H 0.9859 -2.6997 1.9264 0.041 -0.331 -0.098
H 0.7004 -2.6666 0.1542 0.151 -0.259 0.114
H -1.2116 -0.9189 0.7581 0.050 -0.156 -0.187
H -0.3340 -0.7649 2.2567 -0.127 0.096 -0.034
H 1.3938 0.3937 1.3567 0.309 -0.256 -0.106
H 0.2207 0.7714 0.1386 0.126 -0.137 -0.405
H -4.0827 -3.0963 1.4391 -0.216 0.021 -0.032
H -5.1824 -1.4044 0.0433 -0.115 0.207 -0.031
H -4.8460 1.0009 0.5632 0.007 0.095 0.096
H -3.4578 1.6859 2.4847 0.052 -0.009 0.055
H -2.3503 -0.0347 3.8705 -0.003 -0.120 0.054
O -2.5844 -9.5452 7.5258 -0.093 2.449 0.560
P -1.6033 -9.2201 6.4789 1.158 -4.684 -2.043
O -2.2981 -9.4867 5.0357 0.058 0.956 0.269
C -3.7017 -9.3191 4.8444 -0.469 -0.247 -0.114
C -4.1031 -7.8742 4.6221 0.186 0.081 -0.017
O -0.5039 -10.3876 6.5386 0.116 0.383 0.122
C -0.5414 -11.4054 7.5449 -0.050 -0.354 0.158
C -1.3257 -12.6113 7.0742 -0.005 -0.022 -0.234
O -0.4730 -8.1814 6.0162 -0.983 1.163 1.075
C -0.7973 -6.9313 5.4213 0.022 0.518 -0.202
C -1.4333 -5.9551 6.3925 0.062 -0.102 0.136
H -4.2609 -9.7438 5.6790 0.165 0.047 0.133
H -3.9579 -9.9064 3.9621 0.129 -0.030 -0.007
H -3.8059 -7.2482 5.4655 -0.102 -0.027 0.042
H -5.1838 -7.7958 4.5028 -0.005 -0.026 0.018
H -3.6304 -7.4749 3.7204 -0.012 -0.034 -0.021
H -0.9406 -11.0129 8.4788 -0.129 0.103 -0.089
H 0.4944 -11.6884 7.7341 0.044 0.103 -0.113
H -2.3192 -12.3274 6.7265 -0.045 0.061 0.158
H -1.4292 -13.3398 7.8787 0.005 0.011 0.010
H -0.8176 -13.0911 6.2365 0.027 -0.016 0.026
H -1.4205 -7.0901 4.5360 -0.114 -0.168 0.105
H 0.1482 -6.5190 5.0620 0.089 -0.157 0.075
H -2.3195 -6.3813 6.8677 -0.028 0.029 -0.056
H -1.7248 -5.0342 5.8836 -0.035 0.006 0.021
H -0.7332 -5.6984 7.1873 0.007 -0.003 -0.005
O 0.7853 1.6696 -4.2805 0.645 2.648 0.750
P 2.1350 1.5832 -4.8837 0.048 -5.389 -2.352
O 1.8482 1.1401 -6.4309 0.158 0.816 0.222
C 0.6801 1.5638 -7.1316 -0.454 -0.175 -0.220
C 0.7982 2.9655 -7.6950 0.198 0.002 0.054
O 2.7639 0.2335 -4.2544 0.212 0.447 0.301
C 2.1091 -0.4528 -3.1954 -0.131 -0.254 0.027
C 1.1764 -1.5194 -3.7353 0.038 -0.080 -0.173
O 3.6097 2.1297 -5.1640 -0.780 1.750 1.120
C 3.8965 3.2076 -6.0648 0.311 0.384 -0.352
C 3.4040 4.5423 -5.5574 0.023 -0.118 0.180
H -0.2036 1.4840 -6.4963 0.115 0.020 0.163
H 0.5457 0.8541 -7.9491 0.115 -0.050 0.034
H 0.9923 3.6928 -6.9038 -0.109 0.008 0.000
H -0.1256 3.2486 -8.1999 -0.017 -0.014 0.021
H 1.6126 3.0295 -8.4178 -0.011 -0.009 -0.019
H 1.5822 0.2442 -2.5495 -0.073 0.095 -0.149
H 2.8891 -0.9200 -2.5921 0.113 0.075 -0.094
H 0.4837 -1.1057 -4.4677 -0.069 0.110 0.117
H 0.6030 -1.9774 -2.9247 0.005 0.007 0.003
H 1.7456 -2.3012 -4.2398 0.011 -0.018 0.040
H 3.5067 2.9786 -7.0562 -0.198 -0.135 0.094
H 4.9816 3.2301 -6.1586 0.008 -0.172 0.132
H 2.3366 4.5099 -5.3376 0.015 0.009 -0.130
H 3.5851 5.3211 -6.2982 -0.027 -0.008 -0.024
H 3.9181 4.8153 -4.6349 -0.010 0.010 0.000
O 0.8172 8.7561 -3.6443 -0.624 2.275 0.479
P 1.4462 8.6963 -2.3144 1.735 -4.763 0.309
O 3.0466 8.5620 -2.5101 -0.316 0.809 0.185
C 3.7136 9.1499 -3.6287 0.306 -0.033 -0.473
C 3.9909 10.6271 -3.4436 -0.048 -0.007 0.209
O 1.0667 7.2310 -1.7422 -0.166 0.315 0.180
C 0.1997 6.3596 -2.4610 -0.076 -0.252 -0.183
C 0.9844 5.4515 -3.3840 0.108 -0.035 0.093
O 1.4101 9.2863 -0.8369 -0.727 1.467 -0.851
C 2.0057 10.5475 -0.5017 0.130 0.491 0.262
C 1.2584 11.7215 -1.1004 -0.155 -0.144 -0.060
H 3.1509 8.9798 -4.5484 -0.196 -0.016 0.125
H 4.6574 8.6131 -3.7325 -0.035 -0.071 0.124
H 3.0663 11.1828 -3.2777 0.001 0.011 -0.111
H 4.4793 11.0335 -4.3294 -0.018 -0.020 -0.021
H 4.6446 10.7975 -2.5871 0.017 -0.011 -0.008
H -0.5538 6.9220 -3.0109 0.114 0.115 -0.054
H -0.3291 5.7621 -1.7156 0.076 0.058 0.095
H 1.6445 6.0257 -4.0327 -0.175 0.175 -0.003
H 0.3123 4.8516 -4.0013 0.006 -0.020 0.026
H 1.6170 4.7750 -2.8047 -0.036 -0.027 -0.005
H 3.0608 10.5493 -0.7784 -0.046 -0.133 -0.194
H 1.9729 10.6114 0.5852 -0.079 -0.175 0.000
H 1.1657 11.6237 -2.1850 0.058 0.053 0.009
H 1.7753 12.6544 -0.8769 0.026 -0.005 -0.012
H 0.2492 11.7783 -0.6924 0.005 0.006 0.006
```
Forces are in eV/Å.

Properties
Total charge: +1
Energy relative to the best compared isomer or geometry (same formula, charge and spin), eV: 0.000
HOMO, eV: -11.764
LUMO, eV: -3.45
E_tot, eV: -99064.5429
Frontier orbital gap, eV: 8.32

***

Question: Which of these has the highest HOMO?
Answer: C29H59Cl20IO7P2

***

Question: frontier orbital gap of number 1 (C29H59Cl20IO7P2)?
Answer: 7.14 eV